A structure of composition C7H28KN14O7. Source: the Open Molecules 2025 dataset; level of theory: ωB97M-V/def2-TZVPD.

```
57
Properties=species:S:1:pos:R:3
O 1.9211 -0.6011 -1.9515
H -3.3597 -1.4344 3.0278
H 2.6912 -1.6949 0.1798
H 0.7332 0.6474 -5.1440
O -1.5173 2.0405 0.7073
H -2.4178 1.9891 3.7176
N 0.2839 -2.6150 2.9084
H -4.2326 2.4828 2.2851
H 4.2161 -2.1808 -0.5496
N -4.9048 -1.5634 1.1179
H -2.7293 0.9107 -5.2700
N 0.2943 0.4568 -4.2578
H 3.7808 1.0266 1.7959
C -3.5413 -1.5861 0.9830
N 0.0247 2.9621 -1.4664
H -1.2127 1.0341 -6.0953
H -0.4910 2.7274 -0.6245
N -1.8444 1.8025 2.9181
N -3.6159 2.3051 1.5168
O -1.6203 0.0905 -3.1315
C -1.0599 0.4898 -4.1475
H 1.9843 -0.6648 4.2076
O 1.9851 2.7554 -0.3625
H 3.0211 3.2896 -2.6189
C 1.9473 0.3539 2.3796
C 0.0693 -3.1494 1.6685
N -1.7282 0.9432 -5.2396
H 0.4108 -3.2731 3.6530
N 4.1166 -0.6667 -2.4782
O -0.0219 -2.4854 0.6469
C 3.0604 -0.9550 -1.6642
N 3.3669 -1.6488 -0.5607
H 2.4224 1.5578 0.8056
N 2.5143 -0.2111 3.4909
N 2.0210 3.2443 -2.5789
C 1.3883 3.0183 -1.4037
H -0.1259 -4.8802 0.7150
H -0.4173 3.4028 -2.2526
H -3.9287 2.3569 0.5638
H -5.4596 -1.9117 0.3595
H 3.5026 -0.0877 3.6132
K -0.5775 -0.1440 -0.5381
H -5.2981 -1.4420 2.0314
H 0.8780 -0.0888 -3.6398
H 0.4520 -1.6187 2.9211
H -0.8607 1.5762 2.9546
H 5.0751 -0.8685 -2.2583
H -1.8712 -1.6667 2.1568
O 0.7283 0.2722 2.1681
N -0.0456 -4.4953 1.6391
N -2.8694 -1.5998 2.1696
H 3.9678 -0.2225 -3.3648
C -2.2900 2.0760 1.6631
H 1.4878 3.6675 -3.3172
N 2.7976 1.0370 1.6005
H -0.1151 -5.0815 2.4484
O -2.9860 -1.6788 -0.0985
```

- Calculated total energy: -59238.052 eV
- Largest force on an atom: 1.4 eV/Å
- HOMO energy: -0.437 Eh
- Charge: +1

***

A structure of composition C4H4HoO2. Source: the Open Molecules 2025 dataset; level of theory: ωB97M-V/def2-TZVPD.

```
11
Properties=species:S:1:pos:R:3
C 0.0653 1.0013 0.9768
O -0.6718 1.6628 1.6011
O -0.2721 -2.5771 -1.2460
C 0.8777 0.1896 0.3604
Ho -1.8051 3.5823 2.8821
H -2.6430 -2.0512 -0.0004
C 0.2482 -1.5911 -1.1893
H 1.7063 -0.2203 -1.6066
C 0.7369 -0.2280 -1.0770
H 1.7254 -0.1546 0.9619
H 0.0320 0.3862 -1.6630
```

- Calculated total energy: -34046.641 eV
- Spin multiplicity: 6
- Largest force on an atom: 7.2 eV/Å
- HOMO energy (alpha / beta): -0.859 / -0.986 Eh
- Charge: +4

***

The molecule C7H10N2. Source: the Open Molecules 2025 dataset; level of theory: ωB97M-V/def2-TZVPD.

```
19
Properties=species:S:1:pos:R:3
C -1.0832 -0.9070 1.0984
N 0.7004 2.4066 -0.3849
C -2.0328 0.0582 1.1259
H 0.7350 2.4576 -1.4314
H 0.5525 0.8002 -2.2976
H -2.5594 0.8302 0.7341
C 0.1145 -1.4978 0.7005
H -3.1182 -1.8980 1.3632
N 1.3300 0.2036 -0.4539
H 1.9985 -1.6126 -0.2591
H 2.2325 0.9917 -2.2316
C 1.4420 0.3191 -1.8744
H 0.4020 3.2207 0.1816
H 0.4034 -2.5194 1.0363
H -2.4439 -1.1894 2.9412
C -2.3629 -1.2654 1.8159
C 1.1146 -1.0215 -0.0414
H 1.7403 -0.6303 -2.2951
C 0.8347 1.2534 0.2724
```

- Calculated total energy: -10395.693 eV
- Largest force on an atom: 6.1 eV/Å
- HOMO energy: -0.282 Eh

***

A structure of composition C14H11CoN4OS. Source: the Open Molecules 2025 dataset; level of theory: ωB97M-V/def2-TZVPD.

```
32
Properties=species:S:1:pos:R:3
C -2.5570 0.2217 -2.3284
C -1.7990 -2.2490 2.4068
H -2.7336 -2.2780 2.9501
H 1.0510 -4.0293 1.9829
H -4.1249 -1.0535 -2.1783
H -1.0797 -4.0896 3.2366
H -4.1871 0.0233 -3.5402
C 0.3307 -3.2307 1.8698
Co -0.1107 1.7400 -2.1390
C -0.3738 3.6243 -1.9310
C 3.3142 1.3402 1.0376
C 3.5512 2.1970 -0.0207
N 1.4658 1.5877 -0.9892
C 2.5886 2.3023 -1.0106
H 4.0283 1.2549 1.8454
C -0.3304 -1.1476 0.8546
H 2.7158 2.9787 -1.8463
H 1.5368 -2.1542 0.4704
C -0.8681 -3.2658 2.5682
C -0.0280 -0.0392 -0.0639
C 1.2473 0.7126 0.0201
C 0.6052 -2.1701 1.0228
H 4.4513 2.7907 -0.0814
O -0.5608 4.7079 -1.7161
N -3.7288 -0.2925 -2.7049
S -1.8683 1.4792 -3.3569
H 1.9348 -0.0859 1.8785
N -2.0002 -0.2266 -1.2344
C 2.1469 0.5870 1.0613
N -0.8032 0.3773 -1.0102
H -2.2728 -0.4150 1.4032
C -1.5413 -1.1979 1.5432
```

- Calculated total energy: -71161.201 eV
- Spin multiplicity: 2
- Largest force on an atom: 0.7 eV/Å
- HOMO energy (alpha / beta): -0.425 / -0.428 Eh
- Charge: +1

***

A cluster of 2 separate species, C6H8BF4NO3S in total. Source: the Open Molecules 2025 dataset; level of theory: ωB97M-V/def2-TZVPD.

```
24
Properties=species:S:1:pos:R:3
C -0.1085 -0.7057 3.3469
O -2.4882 0.3931 2.9711
O 0.4401 2.1593 -2.4633
H -0.0990 0.0321 4.1427
C -0.0466 1.5766 -1.3717
C -0.9981 0.3337 0.8703
H -1.6860 -1.1116 -0.3517
C -0.7531 0.3805 -1.4268
H -0.1768 1.9506 1.9802
F 1.6112 -0.5044 -3.3144
S -1.5716 -0.5144 2.3470
O -2.1114 -1.7843 1.9579
H 0.6848 3.1058 -0.0182
C 0.1469 2.1772 -0.1315
B 2.0572 -1.7191 -2.6810
F 2.2270 -1.4393 -1.3011
H -0.9216 -0.1107 -2.3753
H 0.3467 1.5569 -3.2183
F 1.0457 -2.6841 -2.8274
H -0.0836 -1.7298 3.7054
N -1.1990 -0.2165 -0.3272
C -0.3331 1.5315 0.9984
F 3.2455 -2.1509 -3.2422
H 0.7715 -0.5265 2.7301
```

- Calculated total energy: -36370.369 eV
- Largest force on an atom: 1.3 eV/Å
- HOMO energy: -0.402 Eh

***

What is the calculated total energy in the fifth record? -36370.369 eV

***

What is the formula in the second record? C4H4HoO2

***

What is the formula in the second record? C4H4HoO2